DFT (ωB97M-V/def2-TZVPD) results for a single C5H8N2O3 molecule.

The spin multiplicity is 1. Its HOMO energy (spin up / spin down) is -8.04 / -8.04 eV. The calculation puts the lowest unoccupied orbital energy (spin up / spin down) at 0.01 / 0.01 eV.

```
18
C5H8N2O3, DFT ωB97M-V/def2-TZVPD
C -0.180 1.080 -0.042
C -2.484 -0.337 0.041
C 1.110 0.194 -0.161
C 1.131 -1.293 0.275
C 2.242 0.775 -0.590
N -3.744 -0.091 -0.009
N -1.605 0.776 0.082
O -0.043 2.287 -0.058
O -4.683 -0.951 0.059
O -2.328 1.972 0.096
H -2.072 -1.261 0.061
H 2.098 -1.565 0.440
H 0.693 -1.849 -0.497
H 0.434 -1.576 1.018
H 2.112 1.747 -0.911
H -3.853 0.950 0.070
H 3.140 0.351 -0.640
H -1.854 2.807 -0.068
```



DFT (ωB97M-V/def2-TZVPD) results for 6 unconnected molecules or ions with the total composition C28H47N2O17S.

Its net charge is -1. The spin multiplicity is 1. Its HOMO energy is -3.75 eV. The calculation puts the lowest unoccupied orbital energy at 1.94 eV.

```
95
C28H47N2O17S, DFT ωB97M-V/def2-TZVPD
N 3.003 1.363 1.223
C 3.133 1.896 -0.150
C 2.051 2.995 -0.471
C 0.709 2.342 -0.986
C -0.540 2.683 -0.048
N -0.582 4.172 -0.007
C -1.791 2.031 -0.753
C -3.021 1.771 0.189
C -3.609 0.341 -0.112
S -2.445 -1.048 0.175
C -0.199 2.084 1.364
O -0.241 0.853 1.594
O 0.102 2.926 2.287
H 3.822 0.813 1.481
H 2.234 0.683 1.251
H 2.969 1.029 -0.859
H 4.165 2.289 -0.302
H 1.904 3.634 0.440
H 2.417 3.672 -1.288
H 0.475 2.550 -2.058
H 0.853 1.227 -0.891
H -1.138 4.476 0.798
H -0.995 4.554 -0.870
H -2.127 2.740 -1.551
H -1.447 1.119 -1.311
H -3.827 2.500 -0.119
H -2.829 1.964 1.269
H -3.884 0.313 -1.201
H -4.554 0.119 0.442
H -2.096 -1.080 1.504
C -3.319 -6.624 2.023
C -3.487 -5.243 1.427
C -3.982 -4.217 2.406
O -4.619 -3.272 1.552
C -5.082 -3.973 0.486
O -5.871 -3.558 -0.304
O -4.531 -5.220 0.446
H -2.364 -6.703 2.545
H -4.113 -6.843 2.742
H -3.368 -7.393 1.252
H -2.562 -4.928 0.936
H -3.180 -3.755 2.981
H -4.736 -4.610 3.096
C -6.690 -4.962 -3.421
C -8.110 -5.056 -2.913
C -8.373 -6.279 -2.083
O -9.779 -6.462 -2.257
C -10.073 -5.982 -3.499
O -11.094 -6.190 -4.077
O -9.043 -5.242 -3.990
H -6.036 -4.547 -2.652
H -6.301 -5.946 -3.696
H -6.631 -4.337 -4.313
H -8.385 -4.136 -2.389
H -8.118 -6.143 -1.032
H -7.867 -7.171 -2.461
C -3.397 8.849 -0.130
C -2.784 8.092 -1.289
C -3.714 7.916 -2.457
O -3.197 6.740 -3.075
C -2.652 5.993 -2.070
O -2.347 4.848 -2.170
O -2.513 6.733 -0.937
H -3.340 9.925 -0.301
H -4.449 8.586 0.000
H -2.891 8.609 0.806
H -1.837 8.556 -1.583
H -3.703 8.763 -3.143
H -4.746 7.713 -2.155
C 6.739 0.241 5.684
C 6.811 -0.080 4.207
C 8.100 0.343 3.558
O 7.707 0.518 2.199
C 6.393 0.900 2.231
O 5.808 1.365 1.310
O 5.857 0.682 3.462
H 7.252 -0.525 6.269
H 7.212 1.202 5.902
H 5.704 0.312 6.020
H 6.595 -1.140 4.040
H 8.890 -0.404 3.650
H 8.473 1.303 3.928
C 8.733 -0.262 -0.886
C 8.934 -1.495 -1.738
C 7.974 -2.607 -1.426
O 8.706 -3.760 -1.845
C 10.024 -3.460 -1.666
O 10.905 -4.260 -1.678
O 10.194 -2.124 -1.462
H 7.929 0.357 -1.287
H 8.468 -0.528 0.138
H 9.646 0.332 -0.832
H 8.921 -1.227 -2.800
H 7.030 -2.520 -1.962
H 7.769 -2.708 -0.356
```



DFT (ωB97M-V/def2-TZVPD) results for a single C4H4N2O2 molecule.

The spin multiplicity is 1. Its HOMO energy is -7.97 eV. The calculation puts the lowest unoccupied orbital energy at 0.03 eV.

```
12
C4H4N2O2, DFT ωB97M-V/def2-TZVPD
C -1.130 1.601 0.458
C -0.225 0.442 0.199
C -0.348 -0.233 -1.013
C 1.435 -0.966 0.868
H -0.982 2.069 1.479
H -0.959 0.078 -1.788
H 0.022 -2.187 -1.654
H 2.142 -1.204 1.614
N 0.433 -1.309 -1.217
N 1.292 -1.662 -0.169
O -1.961 1.970 -0.359
O 0.624 0.152 1.231
```



DFT (ωB97M-V/def2-TZVPD) results for 2 unconnected molecules or ions with the total composition H2N2O2S.

The spin multiplicity is 1. Its HOMO energy is -9.03 eV. The calculation puts the lowest unoccupied orbital energy at -1.17 eV.

```
7
H2N2O2S, DFT ωB97M-V/def2-TZVPD
N -1.370 -0.508 0.624
N -1.952 0.349 0.037
O 2.574 1.137 -0.932
O 2.063 -0.588 0.676
S 2.328 0.805 0.451
H -1.514 -1.482 0.150
H -2.129 0.287 -1.006
```



How do the records compare in max |F|? In the order shown, they have 5.1, 3.4, 4.7, 4.8 eV/A.
How do the records compare in DFT total energy? In the order shown, they have -530.33866, -2881.99391, -414.72013, -659.28286 a.u..